Record 1
One molecule with the formula C19H20FNO5S, computed with ωB97M-V/def2-TZVPD.

```
47
Properties=species:S:1:pos:R:3
C 7.096 3.090 -0.139
O 7.109 1.742 -0.544
C 6.115 0.929 -0.116
C 5.061 1.296 0.714
C 4.100 0.372 1.090
C 4.157 -0.941 0.650
C 3.078 -1.920 1.024
O 1.939 -1.765 0.166
C 0.970 -0.941 0.576
O 0.979 -0.361 1.634
C -0.132 -0.834 -0.417
C -0.096 -1.508 -1.635
C -1.139 -1.375 -2.536
C -2.225 -0.571 -2.226
C -2.252 0.096 -1.016
S -3.697 1.087 -0.630
O -3.389 1.942 0.482
O -4.180 1.684 -1.840
N -4.750 -0.150 -0.201
C -4.723 -0.502 1.215
C -6.176 -0.429 1.712
C -6.868 0.436 0.659
C -6.136 0.014 -0.613
C -1.223 -0.023 -0.108
C 5.200 -1.324 -0.187
C 6.156 -0.403 -0.551
F 7.165 -0.794 -1.356
H 7.174 3.182 0.949
H 7.971 3.542 -0.602
H 6.195 3.605 -0.486
H 4.982 2.307 1.077
H 3.291 0.683 1.733
H 3.411 -2.949 0.880
H 2.758 -1.764 2.060
H 0.754 -2.130 -1.868
H -1.104 -1.896 -3.480
H -3.049 -0.437 -2.908
H -4.086 0.216 1.736
H -4.297 -1.503 1.331
H -6.619 -1.426 1.724
H -6.240 -0.007 2.712
H -6.680 1.492 0.854
H -7.940 0.264 0.605
H -6.180 0.745 -1.418
H -6.506 -0.952 -0.975
H -1.255 0.516 0.826
H 5.279 -2.334 -0.557
```

Computed properties:
Highest occupied orbital energy: -8.723 eV
Energy: -1665.013699 Ha

Record 2
C19H20N2O3S as an isolated structure, computed with ωB97M-V/def2-TZVPD.

```
45
Properties=species:S:1:pos:R:3
C 5.136 -1.509 -3.509
H 4.999 -2.467 -3.560
H 4.691 -0.925 -4.470
H 6.220 -1.163 -3.365
C 4.482 -0.732 -2.358
N 3.014 -1.018 -2.677
C 2.272 -0.263 -1.765
H 2.572 1.009 -1.968
C 0.719 -0.002 -2.436
N 0.166 -1.369 -2.300
C -0.941 -1.938 -1.708
O -1.180 -2.990 -1.709
C -1.341 -0.712 -0.585
C -2.736 -0.237 -0.902
C -2.995 0.716 0.183
C -2.084 0.385 1.306
C -2.259 1.230 2.644
C -1.457 1.117 3.650
C -1.944 1.993 4.730
C -2.999 2.560 4.777
C -3.770 2.809 3.628
C -3.538 1.818 2.466
O -4.476 2.038 1.446
C -4.238 1.252 0.315
O -5.130 1.783 -0.757
H -4.782 3.378 3.750
H -3.074 3.286 5.789
C -1.033 1.869 5.848
H -1.212 2.326 6.772
H -0.781 0.780 6.355
H 0.015 2.252 5.589
H -0.564 0.692 3.501
S -0.868 -0.542 0.912
H -3.118 -0.235 -1.721
C 1.007 -2.316 -3.137
C 2.198 -2.365 -2.752
H 2.976 -2.790 -3.375
H 2.369 -2.970 -1.548
H 0.470 -3.334 -3.104
H 0.866 -2.132 -4.319
H 0.073 0.488 -1.551
H 0.680 0.036 -3.416
H 2.244 -0.500 -0.826
H 4.723 -1.471 -1.428
H 4.630 0.157 -2.412
```

Computed properties:
Highest occupied orbital energy: -8.523 eV
Energy: -1468.734266 Ha
Relative energy (zero: lowest compared OMol25 entry of this formula, charge and spin): 478.6 kcal/mol

Record 3
One molecule with the formula C19H20N2O5S, computed with ωB97M-V/def2-TZVPD.

```
47
Properties=species:S:1:pos:R:3
C 0.648 1.382 2.772
N 1.540 2.211 1.987
C 1.310 3.526 1.734
O 2.202 4.309 1.486
C -0.161 3.961 1.671
O -0.956 2.972 1.031
C -0.606 2.697 -0.245
O 0.175 3.376 -0.867
C -1.185 1.452 -0.758
C -1.638 0.464 0.023
C -1.994 -0.849 -0.486
C -2.349 -1.876 0.424
C -2.635 -3.121 -0.058
C -2.578 -3.355 -1.448
C -2.854 -4.602 -2.039
C -2.777 -4.757 -3.395
C -2.421 -3.675 -4.218
C -2.147 -2.450 -3.679
C -2.216 -2.257 -2.281
N -1.935 -1.044 -1.786
C 2.905 1.752 1.711
C 3.172 1.801 0.190
C 2.390 0.688 -0.474
S 2.470 -0.666 0.740
O 3.418 -1.669 0.342
O 1.144 -1.132 1.072
C 3.172 0.322 2.123
H -0.329 1.846 2.839
H 1.038 1.271 3.790
H 0.535 0.400 2.314
H -0.590 4.118 2.662
H -0.183 4.899 1.107
H -1.099 1.302 -1.824
H -1.710 0.598 1.092
H -2.375 -1.664 1.481
H -2.902 -3.932 0.605
H -3.127 -5.432 -1.401
H -2.988 -5.716 -3.846
H -2.367 -3.823 -5.287
H -1.872 -1.607 -4.293
H 3.596 2.446 2.209
H 4.241 1.660 0.025
H 2.888 2.776 -0.206
H 1.343 0.932 -0.620
H 2.832 0.343 -1.402
H 2.735 0.008 3.061
H 4.239 0.116 2.122
```

Computed properties:
Highest occupied orbital energy: -8.760 eV
Energy: -1619.926879 Ha
Relative energy (zero: lowest compared OMol25 entry of this formula, charge and spin): 43.9 kcal/mol

Record 4
One molecule with the formula C19H20N2O9, computed with ωB97M-V/def2-TZVPD.

```
50
Properties=species:S:1:pos:R:3
C -0.425 -3.302 -0.846
C -1.432 -2.299 -0.986
O -2.220 -2.306 -1.816
O -0.986 -1.036 -0.372
C -1.799 -0.205 -0.458
C -0.823 1.194 -0.151
O -1.655 2.348 -0.514
C -1.023 3.512 -0.320
C -2.097 4.753 -0.682
O 0.159 3.605 -0.611
C -0.420 1.133 1.204
N 0.637 0.182 1.364
C 0.743 -1.114 2.322
C 1.780 -1.693 2.212
C 2.610 -0.972 0.993
C 3.889 -1.090 0.593
C 4.374 -0.415 -0.445
N 5.590 -0.441 -1.026
O 6.126 -1.354 -0.490
O 6.042 0.524 -1.647
C 3.528 1.027 -0.747
C 2.332 1.361 -0.082
C 1.907 0.154 0.757
O -1.517 0.765 2.408
C -2.418 -0.222 2.013
C -2.935 -0.198 0.410
O -3.759 -1.164 0.324
C -4.557 -1.019 -0.662
C -5.367 -2.307 -0.811
O -4.716 0.104 -1.289
H -0.208 -3.947 -1.847
H -0.932 -4.079 -0.137
H 0.433 -3.189 -0.307
H -2.250 -0.012 -1.468
H -0.002 1.380 -0.779
H -2.820 4.186 -1.068
H -1.661 5.467 -1.151
H -2.313 5.006 0.228
H -0.058 1.969 1.609
H -0.121 -1.187 3.049
H 2.234 -2.459 2.522
H 4.428 -2.001 0.916
H 4.018 1.695 -1.143
H 1.867 2.249 -0.565
H -2.025 -1.073 1.975
H -2.981 -0.085 2.710
H -3.440 0.804 0.477
H -4.657 -3.040 -1.527
H -6.347 -2.034 -1.480
H -5.672 -2.784 0.085
```

Computed properties:
Highest occupied orbital energy: -8.436 eV
Energy: -1522.019130 Ha

Record 5
C19H20N3O3PdS3Sb as an isolated structure, computed with ωB97M-V/def2-TZVPD.

```
50
Properties=species:S:1:pos:R:3
Pd 2.752 -1.030 0.394
S 7.563 -1.104 2.613
Sb 5.795 -0.302 1.485
S 4.856 -1.460 -0.385
S 3.615 -0.461 2.420
C 4.682 3.289 -0.435
N 3.383 2.915 0.087
C 2.957 3.349 1.409
C 2.565 2.043 -0.555
C 3.041 1.500 -1.879
O 1.507 1.693 -0.044
H 5.229 3.828 0.336
H 4.602 3.939 -1.311
H 5.274 2.413 -0.707
H 3.685 4.055 1.803
H 2.873 2.493 2.083
H 1.980 3.831 1.358
H 3.338 2.300 -2.560
H 2.239 0.910 -2.315
H 3.895 0.837 -1.722
O 1.565 -1.488 -1.387
C 0.531 -1.490 -0.690
N -0.747 -1.638 -1.148
C -1.659 -1.331 -0.051
C -0.645 -1.205 1.145
O -0.999 -1.011 2.284
N 0.611 -1.334 0.650
C -2.637 -2.451 0.244
C -2.639 -3.633 -0.483
C -3.538 -4.648 -0.177
C -4.437 -4.493 0.865
C -4.431 -3.316 1.604
C -3.539 -2.302 1.298
C -2.341 0.009 -0.310
C -1.635 1.192 -0.099
C -2.210 2.413 -0.415
C -3.491 2.471 -0.945
C -4.195 1.297 -1.164
C -3.623 0.073 -0.849
H -0.957 -1.364 -2.094
H -1.925 -3.764 -1.285
H -3.526 -5.564 -0.754
H -5.135 -5.284 1.106
H -5.121 -3.190 2.429
H -3.523 -1.393 1.882
H -0.625 1.168 0.295
H -1.646 3.321 -0.244
H -3.939 3.428 -1.187
H -5.195 1.330 -1.580
H -4.182 -0.839 -1.016
```

Computed properties:
Total charge: -1
Highest occupied orbital energy (spin up / spin down): -4.571 / -5.226 eV
Energy: -2688.916015 Ha
Multiplicity: 2
Relative energy (zero: lowest compared OMol25 entry of this formula, charge and spin): 0.0 kcal/mol

Record 6
One molecule with the formula C19H20N4O4S, computed with ωB97M-V/def2-TZVPD.

```
48
Properties=species:S:1:pos:R:3
C -2.403 -0.289 5.976
S -1.869 0.735 4.571
C -0.142 0.396 4.469
C 0.560 -0.464 5.293
C 1.921 -0.652 5.101
C 2.579 0.016 4.088
C 1.885 0.884 3.255
C 0.529 1.079 3.441
O -0.272 1.910 2.704
C 0.275 2.573 1.597
C 0.687 1.629 0.515
C 0.261 0.369 0.200
C 1.026 0.040 -0.948
C 0.975 -1.242 -1.706
O 1.058 -2.320 -1.147
N 0.793 -1.116 -3.034
C 0.697 -2.276 -3.900
C -0.132 -1.783 -5.080
C 0.276 -0.315 -5.195
C 0.549 0.127 -3.744
C -0.589 0.889 -3.145
N -0.598 2.194 -3.138
O -1.719 2.580 -2.522
N -2.438 1.524 -2.123
C -1.791 0.450 -2.484
C -2.311 -0.907 -2.208
N 1.832 1.024 -1.258
O 1.634 2.008 -0.355
H -1.891 0.022 6.881
H -3.469 -0.109 6.077
H -2.226 -1.339 5.763
H 0.061 -0.996 6.086
H 2.459 -1.327 5.747
H 3.636 -0.132 3.934
H 2.418 1.395 2.469
H 1.129 3.207 1.876
H -0.530 3.220 1.230
H -0.474 -0.227 0.696
H 0.246 -3.105 -3.352
H 1.700 -2.579 -4.220
H 0.077 -2.341 -5.990
H -1.197 -1.869 -4.861
H -0.488 0.301 -5.665
H 1.193 -0.226 -5.776
H 1.426 0.781 -3.695
H -3.189 -0.823 -1.574
H -2.594 -1.399 -3.137
H -1.561 -1.519 -1.711
```

Computed properties:
Highest occupied orbital energy: -7.958 eV
Energy: -1654.087228 Ha
Relative energy (zero: lowest compared OMol25 entry of this formula, charge and spin): 100.0 kcal/mol

Record 7
C19H20N8O3PRh as an isolated structure, computed with ωB97M-V/def2-TZVPD.

```
52
Properties=species:S:1:pos:R:3
Rh 0.201 -0.020 -0.302
N -4.091 -0.111 -0.649
C -2.813 -0.260 -0.939
N -1.847 -0.032 -0.083
C -2.147 0.474 1.188
N -1.200 0.826 2.009
N 0.035 0.702 1.464
C 1.107 1.129 2.029
C 2.335 0.941 1.273
C 3.574 1.358 1.717
C 4.680 1.152 0.898
C 4.508 0.537 -0.327
C 3.235 0.140 -0.715
N 2.178 0.334 0.063
C -3.536 0.607 1.566
C -3.930 1.055 2.833
C -5.269 1.186 3.123
C -6.235 0.883 2.159
C -5.869 0.446 0.902
C -4.517 0.311 0.615
H -4.780 -0.290 -1.367
H -2.557 -0.576 -1.942
H 1.052 1.607 2.999
H 3.672 1.845 2.677
H 5.661 1.476 1.218
H 5.342 0.368 -0.993
H 3.056 -0.332 -1.672
H -3.173 1.297 3.565
H -5.579 1.533 4.099
H -7.283 0.996 2.397
H -6.617 0.218 0.152
N 0.036 1.663 -1.365
C 0.307 2.826 -1.320
N 0.625 4.011 -1.375
C 0.109 5.092 -0.822
N -0.321 6.031 -0.310
C -0.678 -3.696 -1.290
O -0.719 -3.189 0.065
P 0.336 -2.138 0.607
O 1.783 -2.691 0.337
C 2.233 -3.975 0.865
O 0.083 -2.171 2.153
C -0.934 -2.928 2.867
H -1.183 -4.656 -1.274
H 0.351 -3.824 -1.624
H -1.206 -3.013 -1.954
H 3.120 -4.239 0.300
H 1.463 -4.732 0.728
H 2.473 -3.858 1.919
H -0.832 -2.640 3.908
H -0.756 -3.993 2.748
H -1.920 -2.665 2.494
```

Computed properties:
Total charge: +2
Highest occupied orbital energy (spin up / spin down): -14.073 / -14.073 eV
Energy: -1851.212215 Ha
Relative energy (zero: lowest compared OMol25 entry of this formula, charge and spin): 0.0 kcal/mol

Record 8
C19H21AsN3ORuS5 as an isolated structure, computed with ωB97M-V/def2-TZVPD.

```
51
Properties=species:S:1:pos:R:3
Ru -0.029 0.671 0.247
C 0.273 0.194 3.776
C -1.054 -0.200 3.216
C -2.020 -0.698 4.082
C -3.234 -1.155 3.581
C -3.427 -1.123 2.221
C -2.442 -0.586 1.389
N -1.272 -0.107 1.900
C -2.612 -0.526 -0.049
C -3.811 -0.755 -0.712
C -3.872 -0.565 -2.091
C -2.752 -0.141 -2.776
C -1.553 0.078 -2.081
N -1.512 -0.169 -0.741
C -0.330 0.551 -2.661
C -0.203 0.808 -4.040
C 1.018 1.115 -4.574
C 2.120 1.161 -3.718
C 1.949 0.984 -2.356
C 3.170 1.056 -1.491
N 0.750 0.718 -1.813
H 0.229 0.289 4.857
H 0.623 1.139 3.362
H 1.000 -0.578 3.525
H -1.812 -0.740 5.138
H -3.994 -1.541 4.245
H -4.327 -1.523 1.789
H -4.697 -1.025 -0.168
H -4.803 -0.716 -2.614
H -2.804 0.046 -3.835
H -1.079 0.753 -4.666
H 1.137 1.301 -5.627
H 3.107 1.346 -4.106
H 3.967 1.587 -2.005
H 3.518 0.048 -1.269
H 2.980 1.568 -0.549
S 0.908 5.248 -0.286
As 0.027 3.757 0.934
S -1.663 2.764 -0.018
S 1.493 2.090 1.269
S -0.477 4.593 2.815
C 2.762 -3.242 -0.257
S 2.042 -1.567 0.018
C 3.162 -1.173 1.418
O 0.720 -1.795 0.640
H 2.927 -3.741 0.690
H 3.701 -3.113 -0.786
H 2.067 -3.804 -0.871
H 4.186 -1.254 1.079
H 2.975 -1.874 2.225
H 2.967 -0.154 1.746
```

Computed properties:
Highest occupied orbital energy (spin up / spin down): -6.517 / -6.196 eV
Energy: -5297.746219 Ha
Multiplicity: 2
Relative energy (zero: lowest compared OMol25 entry of this formula, charge and spin): 27.3 kcal/mol

Record 9
C19H21BBrCoN8O2P as an isolated structure, computed with ωB97M-V/def2-TZVPD.

```
54
Properties=species:S:1:pos:R:3
Co 0.876 -0.541 -0.074
C -3.917 1.317 -2.076
N -2.484 1.072 -2.032
C -1.620 1.202 -3.081
C -0.384 0.872 -2.607
N -0.488 0.547 -1.287
C -1.765 0.666 -0.960
P -2.444 0.493 0.721
C -1.836 -1.195 1.025
N -0.565 -1.557 0.965
C -0.494 -2.878 1.278
C -1.754 -3.323 1.550
N -2.592 -2.252 1.391
C -4.033 -2.268 1.580
C -1.024 1.318 1.514
N 0.257 1.096 1.256
C 0.979 1.937 2.043
C 0.118 2.693 2.786
N -1.144 2.295 2.445
C -2.385 2.824 2.986
H -4.199 1.564 -3.094
H -4.466 0.430 -1.764
H -4.188 2.148 -1.427
H -1.938 1.520 -4.058
H 0.552 0.853 -3.136
H 0.440 -3.414 1.280
H -2.111 -4.296 1.839
H -4.338 -3.275 1.850
H -4.326 -1.590 2.380
H -4.544 -1.980 0.663
H 2.056 1.948 2.027
H 0.305 3.458 3.519
H -2.153 3.570 3.740
H -2.978 3.293 2.202
H -2.973 2.032 3.444
Br 3.472 2.004 -0.358
C 3.415 0.643 -1.662
C 4.433 0.536 -2.593
C 4.316 -0.428 -3.583
C 3.189 -1.237 -3.612
C 2.245 -1.073 -2.620
N 2.352 -0.152 -1.660
C 1.007 -1.942 -2.538
O 0.598 -2.503 -3.527
O 0.497 -1.972 -1.356
H 5.287 1.195 -2.541
H 5.094 -0.539 -4.326
H 3.022 -1.988 -4.370
B 4.121 -0.446 3.014
C 3.081 -0.716 1.929
N 2.288 -0.852 1.097
H 4.241 -1.419 3.710
H 3.726 0.519 3.625
H 5.177 -0.210 2.484
```

Computed properties:
Total charge: +1
Highest occupied orbital energy (spin up / spin down): -11.579 / -11.579 eV
Energy: -5647.967256 Ha

Record 10
C19H21BaN as an isolated structure, computed with ωB97M-V/def2-TZVPD.

```
42
Properties=species:S:1:pos:R:3
C 1.111 -1.441 -2.515
C 0.459 1.655 -1.891
C -0.255 -1.280 -1.944
H 0.944 -1.883 -3.501
C -0.962 1.540 -1.608
H 1.010 2.289 -1.188
H -0.579 -2.168 -1.434
H -1.314 2.138 -0.769
C -1.323 -0.679 -2.795
H -2.153 -1.395 -2.869
H -0.922 -0.588 -3.812
C 2.008 -0.186 -2.688
H 2.759 -0.369 -3.467
H 2.564 0.005 -1.754
C 1.189 1.088 -3.022
H 0.527 0.890 -3.873
H 1.888 1.872 -3.344
C -1.904 0.702 -2.350
H -2.263 1.279 -3.218
H -2.794 0.530 -1.720
Ba 0.169 0.045 -0.219
H 1.692 -2.181 -1.937
C 2.787 2.202 2.754
C 2.145 1.661 3.862
C 1.056 0.795 3.706
C 0.576 0.451 2.435
N 1.267 1.050 1.372
C 2.337 1.883 1.490
C -0.699 -0.580 2.243
C -1.350 -1.097 3.384
C -2.447 -1.970 3.286
C -2.946 -2.363 2.052
C -2.349 -1.890 0.871
C -1.291 -1.064 1.011
H 3.639 2.868 2.878
H 2.501 1.910 4.861
H 0.611 0.404 4.622
H 2.824 2.282 0.597
H -1.037 -0.840 4.397
H -2.919 -2.339 4.196
H -3.801 -3.032 1.997
H -2.752 -2.195 -0.095
```

Computed properties:
Highest occupied orbital energy (spin up / spin down): -4.692 / -4.684 eV
Energy: -816.417429 Ha
Relative energy (zero: lowest compared OMol25 entry of this formula, charge and spin): 132.5 kcal/mol

Question: Number 10 is which compound?
Answer: C19H21BaN

Question: What is the energy in the third record?
Answer: -1619.926879 Ha